This record from the Open Molecules 2025 dataset describes a 2-piece molecular cluster, C3H11NS overall in a non-equilibrium geometry. The level of theory is ωB97M-V/def2-TZVPD.

```
! wB97M-V def2-TZVPD RIJCOSX def2/J DEFGRID3
* xyz 1 2
H -0.309 -0.700 1.318
H -2.297 0.589 0.657
H 1.066 1.063 0.305
C -1.784 1.375 0.102
S -1.562 0.845 -1.641
H 2.044 0.743 -1.144
H 1.160 -1.501 -1.093
C 1.613 0.305 -0.218
H -0.547 -2.252 0.462
H -0.837 1.641 0.590
H -0.510 -0.144 -1.262
C 0.184 -1.457 0.692
N 0.670 -0.788 -0.547
H 2.493 -0.048 0.442
H 1.029 -1.909 1.267
H -2.416 2.236 0.069
*
```

## Properties
**HOMO-LUMO gap (spin up / spin down)**: 0.4160 / 0.2365 hartree
**Expectation value of S²**: 0.753
**F_max**: 1.9 eV Å⁻¹
**Calculated total energy**: -573.5036 Eh